Here is a cluster of 2 separate species, C60H78N3O2 in total in a non-equilibrium geometry from the OMol25 dataset. Energies are from ωB97M-V/def2-TZVPD.

Each line ends with the Mulliken charge.
Positions of all 143 atoms, in Å:
C: -4.976 4.422 4.477  -1.480
C: -4.172 3.393 3.738  0.420
C: -3.532 2.362 4.426  -0.844
C: -2.780 1.378 3.780  1.283
C: -2.168 0.326 4.671  -1.994
C: -2.634 1.420 2.375  0.386
C: -1.867 0.322 1.603  1.151
C: -2.619 -1.017 1.611  -1.452
C: -0.363 0.121 2.001  -0.912
C: 0.470 1.300 1.704  0.486
C: 1.704 1.690 2.253  0.388
C: 2.136 3.075 2.123  0.888
C: 1.229 4.133 1.558  -1.680
C: 3.372 3.483 2.597  -0.902
C: 4.263 2.597 3.221  0.631
C: 5.631 3.059 3.643  -1.421
C: 3.830 1.280 3.428  -0.885
C: 2.598 0.809 2.986  1.275
C: 2.224 -0.593 3.321  -1.632
C: -3.292 2.452 1.662  0.944
C: -3.220 2.552 0.156  -1.354
C: -4.025 3.424 2.347  -0.960
H: -5.391 5.150 3.775  0.357
H: -5.805 3.969 5.037  0.333
H: -4.355 4.952 5.210  0.333
H: -3.626 2.288 5.510  0.435
H: -2.139 -0.673 4.222  0.308
H: -1.146 0.594 4.995  0.275
H: -2.780 0.255 5.585  0.481
H: -1.835 0.634 0.550  -0.419
H: -3.636 -0.877 1.218  0.450
H: -2.115 -1.754 0.967  0.220
H: -2.692 -1.433 2.623  0.189
H: -0.324 -0.111 3.075  -0.082
H: 0.001 -0.778 1.463  0.723
H: -0.067 2.050 1.100  -0.003
H: 1.783 5.081 1.498  0.393
H: 0.877 3.885 0.549  0.351
H: 0.346 4.299 2.197  0.370
H: 3.657 4.538 2.475  0.368
H: 6.171 2.235 4.125  0.363
H: 6.214 3.409 2.778  0.352
H: 5.564 3.902 4.346  0.358
H: 4.501 0.582 3.952  0.316
H: 3.113 -1.132 3.661  0.479
H: 1.494 -0.651 4.140  0.313
H: 1.818 -1.124 2.460  0.251
H: -3.841 3.397 -0.165  0.428
H: -2.198 2.738 -0.210  0.236
H: -3.591 1.648 -0.347  0.254
H: -4.507 4.215 1.769  0.274
C: 0.592 -4.084 -5.529  -1.687
C: 0.340 -2.791 -4.778  2.453
C: 1.700 -2.228 -4.365  -1.545
C: -0.309 -1.815 -5.768  -1.898
C: -0.562 -2.875 -3.516  0.066
C: -0.729 -1.649 -2.861  -0.627
C: -1.713 -1.503 -1.892  -1.142
C: -2.560 -2.578 -1.615  -0.488
C: -2.372 -3.868 -2.140  0.128
C: -3.543 -4.879 -1.787  2.538
C: -3.270 -6.367 -1.635  -2.005
C: -4.642 -4.711 -2.843  -1.795
C: -4.128 -4.546 -0.399  -1.968
C: -1.242 -4.013 -3.018  -0.283
N: -0.691 -5.303 -3.286  1.230
C: 0.544 -5.732 -2.818  -0.712
C: 1.507 -4.897 -2.278  -1.813
C: 2.865 -5.345 -2.084  0.248
C: 3.489 -6.182 -3.054  0.256
C: 4.669 -6.827 -2.759  -0.473
C: 5.278 -6.616 -1.488  -0.425
N: 6.165 -7.601 -0.971  1.051
O: 6.683 -7.388 0.150  -0.656
O: 6.371 -8.642 -1.643  -0.614
C: 4.787 -5.625 -0.612  -0.574
C: 3.587 -4.999 -0.900  -0.839
N: 0.479 -7.113 -2.787  1.896
C: 1.318 -8.060 -2.090  -0.829
C: 1.448 -8.031 -0.667  -0.039
C: 0.522 -7.301 0.384  3.178
C: 1.329 -6.987 1.654  -2.220
C: -0.626 -8.254 0.740  -1.991
C: -0.096 -5.970 0.000  -0.786
C: 2.372 -8.914 -0.086  0.069
C: 2.975 -9.940 -0.802  -1.533
C: 2.621 -10.108 -2.130  -0.522
C: 1.896 -9.130 -2.825  0.528
C: 1.892 -9.419 -4.363  2.021
C: 3.345 -9.658 -4.811  -1.773
C: 1.377 -8.383 -5.347  -1.876
C: 1.106 -10.713 -4.606  -1.840
C: -0.671 -7.495 -3.477  -1.137
C: -1.338 -6.390 -3.832  -1.488
H: -0.322 -4.538 -5.929  0.207
H: 1.250 -3.828 -6.375  0.639
H: 1.140 -4.802 -4.911  0.290
H: 1.611 -1.225 -3.932  0.370
H: 2.167 -2.887 -3.625  0.111
H: 2.342 -2.168 -5.253  0.498
H: -0.447 -0.819 -5.335  0.325
H: 0.339 -1.718 -6.646  0.484
H: -1.286 -2.184 -6.104  0.409
H: -0.146 -0.782 -3.175  0.546
H: -1.857 -0.532 -1.412  0.494
H: -3.426 -2.371 -0.986  0.313
H: -2.463 -6.576 -0.920  0.392
H: -4.178 -6.801 -1.182  0.738
H: -3.141 -6.915 -2.571  0.406
H: -5.043 -3.690 -2.844  0.335
H: -4.274 -4.931 -3.854  0.298
H: -5.465 -5.401 -2.618  0.438
H: -4.733 -3.632 -0.380  0.485
H: -4.795 -5.364 -0.091  0.458
H: -3.325 -4.480 0.350  0.312
H: 1.185 -3.941 -1.868  1.187
H: 3.011 -6.287 -4.038  0.482
H: 5.140 -7.521 -3.454  0.481
H: 5.344 -5.428 0.307  0.442
H: 3.162 -4.264 -0.210  0.470
H: 2.293 -6.518 1.404  0.306
H: 0.766 -6.277 2.277  0.481
H: 1.498 -7.887 2.257  0.519
H: -1.226 -8.514 -0.143  0.322
H: -0.239 -9.185 1.175  0.454
H: -1.289 -7.778 1.477  0.433
H: -0.700 -6.021 -0.903  -1.563
H: -0.774 -5.639 0.807  0.866
H: 0.667 -5.192 -0.108  0.277
H: 2.585 -8.868 0.983  0.245
H: 3.692 -10.611 -0.325  0.424
H: 2.965 -10.999 -2.660  0.354
H: 3.816 -10.518 -4.325  0.363
H: 3.350 -9.847 -5.893  0.560
H: 3.952 -8.766 -4.604  0.256
H: 0.286 -8.365 -5.441  0.366
H: 1.797 -7.383 -5.184  0.314
H: 1.746 -8.708 -6.334  0.637
H: 0.067 -10.623 -4.264  0.344
H: 1.099 -10.923 -5.684  0.439
H: 1.559 -11.570 -4.096  0.334
H: -0.935 -8.530 -3.602  0.831
H: -2.239 -6.279 -4.420  0.700

HOMO energy in eV: -8.109
Frontier orbital gap in hartree: 0.09814
Charge: +1

Here is an isolated molecule of C2H3NO2S2 in a non-equilibrium geometry from the OMol25 dataset. Energies are from ωB97M-V/def2-TZVPD.

Each line ends with the Mulliken charge.
Positions of all 10 atoms, in Å:
C: -0.282 0.639 0.267  -0.659
C: -0.305 0.341 -1.216  0.693
N: 0.177 0.581 -2.322  -0.580
O: -0.008 0.111 2.789  -0.512
O: 1.315 -1.220 1.191  -0.397
S: -1.387 -0.766 -0.435  -0.126
S: 0.971 0.280 1.692  0.617
H: -0.892 1.483 0.539  0.368
H: 0.587 -1.487 0.571  0.315
H: -0.177 0.039 -3.076  0.280

HOMO energy in eV: -10.073
Frontier orbital gap in hartree: 0.35951
Charge: 0
ΔE to the lowest compared entry with this formula, charge and spin in kJ/mol: 227.7

Here is a cluster of 2 separate species, C9H14 in total in a non-equilibrium geometry from the OMol25 dataset. Energies are from ωB97M-V/def2-TZVPD.

Each line ends with the Mulliken charge.
Positions of all 23 atoms, in Å:
C: 0.970 -0.965 2.313  -1.378
C: 1.335 1.371 1.416  -0.513
C: 1.074 0.017 1.168  0.812
C: 1.629 2.230 0.380  -0.368
C: 1.634 1.774 -0.941  -0.552
C: 1.103 -0.456 -0.137  -0.531
C: 1.432 0.428 -1.166  -0.368
H: 1.292 1.701 2.447  0.341
H: 1.861 3.263 0.600  0.363
H: 1.972 -1.274 2.608  0.307
H: 0.373 -1.820 2.010  0.335
H: 1.586 2.486 -1.754  0.353
H: 0.936 -1.511 -0.330  0.467
H: 1.351 0.060 -2.185  0.357
H: 0.548 -0.511 3.211  0.365
C: -1.940 -1.444 -1.424  -0.446
C: -2.879 -0.304 -1.011  -0.882
H: -1.559 -1.927 -0.521  0.132
H: -2.411 -2.099 -2.155  0.370
H: -1.051 -1.005 -1.872  0.014
H: -3.839 -0.736 -0.733  0.301
H: -2.449 0.237 -0.168  0.246
H: -2.969 0.486 -1.759  0.276

HOMO energy in eV: -9.011
Structure (SMILES): Cc1ccccc1.CC
Frontier orbital gap in hartree: 0.36771
Charge: 0
ΔE to the lowest compared entry with this formula, charge and spin in kJ/mol: 33.9